# C42H33BrClN3O8RuS

A structure of composition C42H33BrClN3O8RuS (wB97M-V/def2-TZVPD, the OMol25 dataset).

Calculated total energy in Eh: -5913.8783
HOMO (spin up / spin down) in eV: -4.41 / -4.41
<S²>: 0.79
ΔE to the lowest compared entry with this formula, charge and spin in eV: 0.0000
Spin multiplicity: 2
Charge: -1

Atoms and positions in Å:
Ru 0.65 0.35 0.22
O 4.80 -0.06 1.73
S 3.48 -0.62 1.56
O 3.22 -1.41 0.38
N 2.32 0.48 1.60
C 2.18 1.34 2.65
C 3.03 1.52 3.73
C 2.72 2.43 4.75
C 1.57 3.18 4.74
C 0.69 3.04 3.64
C -0.52 3.77 3.54
C -1.33 3.59 2.46
C -0.94 2.68 1.46
N 0.18 2.00 1.52
C 1.00 2.14 2.60
C 3.20 -1.68 2.97
C 1.91 -2.13 3.23
C 1.69 -2.97 4.31
C 2.76 -3.36 5.11
C 4.04 -2.90 4.85
C 4.26 -2.05 3.77
H 3.96 0.97 3.77
H 3.41 2.52 5.58
H 1.33 3.86 5.54
H -0.78 4.46 4.33
H -2.27 4.11 2.36
H -1.56 2.49 0.59
H 1.07 -1.80 2.62
H 0.69 -3.31 4.52
H 2.58 -4.02 5.96
H 4.86 -3.20 5.48
H 5.25 -1.67 3.55
O -4.89 -2.31 0.53
C -3.85 -1.71 0.52
C -3.44 -0.62 -0.47
O -4.12 -0.21 -1.39
C -2.07 -0.24 -0.10
C -1.65 -0.96 1.04
O -0.47 -0.83 1.54
C -2.67 -1.91 1.46
O -2.60 -2.74 2.36
O -1.30 0.58 -0.71
C -3.91 -6.10 -2.57
C -2.84 -5.16 -2.10
C -2.12 -5.42 -0.95
C -1.15 -4.54 -0.48
C -0.45 -4.85 0.82
C -0.89 -3.37 -1.22
C 0.10 -2.44 -0.68
O 0.48 -1.41 -1.23
C -1.62 -3.08 -2.40
C -1.44 -1.82 -3.20
C -2.58 -3.99 -2.81
H -4.03 -6.94 -1.89
H -3.67 -6.51 -3.56
H -4.86 -5.59 -2.66
H -2.33 -6.31 -0.37
H -0.84 -5.79 1.22
H -0.64 -4.08 1.56
H 0.63 -4.95 0.69
H 0.48 -2.67 0.32
H -1.46 -0.93 -2.58
H -2.23 -1.75 -3.95
H -0.47 -1.82 -3.71
H -3.17 -3.77 -3.69
Cl -3.94 7.13 -5.42
C -2.93 6.01 -4.55
C -1.99 5.27 -5.25
C -1.19 4.38 -4.57
C -1.31 4.20 -3.17
C -0.49 3.30 -2.47
C -2.29 4.97 -2.50
C -3.09 5.86 -3.18
H -1.89 5.40 -6.32
H -0.45 3.80 -5.11
H -0.60 3.14 -1.41
H 0.23 2.69 -3.00
H -2.41 4.84 -1.44
H -3.84 6.44 -2.66
Br 5.00 3.38 -3.92
C 3.73 2.57 -2.79
C 3.12 1.38 -3.16
C 2.20 0.83 -2.30
N 1.85 1.39 -1.13
C 2.46 2.53 -0.79
C 3.40 3.16 -1.58
H 3.37 0.88 -4.08
H 1.70 -0.10 -2.53
H 2.17 2.95 0.17
H 3.86 4.08 -1.25

These are the Mulliken partial charges, in e, on atoms 1 to 4: 1.712, -0.763, 1.193, -0.841